No. 1
ORCA calculation (wB97M-V/def2-TZVPD) on a structure of composition C27H29FeN5O5Se2.

As for the spin multiplicity: 5. The total charge is -2. Its gap between HOMO and LUMO (alpha / beta) is 5.2 / 5.1 eV. For the energy relative to the best compared isomer or geometry (same formula, charge and spin), the calculation gives 469.6 kJ/mol.

Element x y z (Å)
Fe  -0.019  0.061  -0.226
O  4.978  3.330  2.635
C  3.935  2.539  3.037
O  3.640  2.506  4.189
C  3.336  1.753  1.931
C  4.045  0.939  1.064
N  3.150  0.382  0.237
N  1.921  0.796  0.507
C  1.989  1.624  1.525
C  0.670  2.278  1.910
O  0.722  3.324  2.564
O  -0.308  1.685  1.376
H  5.007  3.327  1.673
H  5.097  0.698  1.020
H  3.250  -0.329  -0.480
Se  -2.996  -0.219  1.893
Se  -2.076  -3.102  -1.113
C  -2.655  -1.391  -1.597
C  -3.826  -1.252  -2.395
C  -4.297  -0.013  -2.745
C  -3.633  1.128  -2.280
C  -2.526  0.943  -1.492
N  -2.020  -0.268  -1.173
C  -1.416  -1.133  2.219
C  -1.334  -1.893  3.424
C  -0.189  -2.530  3.798
C  0.932  -2.458  2.959
C  0.812  -1.756  1.794
N  -0.309  -1.104  1.396
H  -4.332  -2.155  -2.701
H  -5.192  0.081  -3.352
H  -3.977  2.128  -2.516
H  -2.017  1.792  -1.056
H  -2.221  -1.923  4.038
H  -0.145  -3.089  4.729
H  1.868  -2.946  3.204
H  1.621  -1.710  1.089
C  3.280  -2.463  -1.806
C  1.756  -2.517  -1.566
C  1.477  -3.697  -0.614
C  1.092  -2.864  -2.912
O  1.341  -1.292  -1.061
H  3.649  -3.369  -2.297
H  3.805  -2.354  -0.846
H  3.515  -1.594  -2.434
H  1.739  -4.645  -1.097
H  0.411  -3.713  -0.370
H  2.054  -3.614  0.312
H  1.415  -3.854  -3.259
H  1.348  -2.126  -3.679
H  0.008  -2.875  -2.779
C  0.578  0.260  -4.047
C  0.582  1.732  -3.779
C  0.785  2.671  -4.769
C  0.774  4.038  -4.481
C  0.560  4.462  -3.169
C  0.353  3.564  -2.137
C  0.122  4.042  -0.732
C  0.367  2.154  -2.423
N  0.179  1.253  -1.483
H  0.803  0.045  -5.093
H  -0.392  -0.175  -3.791
H  1.300  -0.231  -3.393
H  0.954  2.333  -5.787
H  0.913  4.762  -5.275
H  0.554  5.524  -2.945
H  -0.270  5.060  -0.733
H  1.054  4.043  -0.161
H  -0.561  3.388  -0.194

Atomic partial charges in e from the Mulliken method, atoms 1 to 6:
1 Fe -0.68
2 O -0.50
3 C 0.54
4 O -0.55
5 C -0.26
6 C -0.36



No. 2
ORCA calculation (wB97M-V/def2-TZVPD) on a structure of composition C27H29N5O4 at a distorted geometry.

As for the spin multiplicity: 1. Its gap between HOMO and LUMO is 8.8 eV. For the energy relative to the best compared isomer or geometry (same formula, charge and spin), the calculation gives 2578.5 kJ/mol.

Element x y z (Å)
C  2.823  -2.471  -2.926
C  2.861  -2.710  -1.532
C  3.144  -4.049  -1.259
C  3.384  -4.441  0.155
C  3.338  -3.394  1.162
C  2.911  -2.294  0.908
C  2.768  -1.966  -0.309
C  2.366  -0.449  -0.971
N  0.912  -0.401  -1.047
C  0.291  0.033  -2.113
O  0.870  0.013  -3.270
C  -1.153  0.106  -2.294
N  -1.405  1.613  -1.508
C  -2.769  2.124  -1.667
C  -3.838  2.028  -2.331
C  -4.857  2.868  -1.974
C  -4.564  4.203  -1.187
C  -3.376  4.290  -0.622
C  -2.508  3.386  -0.994
N  -1.209  3.127  -0.350
N  -0.572  2.138  -0.872
H  -3.226  5.006  -0.092
H  -5.456  4.772  -1.288
H  -5.899  2.702  -2.460
H  -4.079  1.102  -3.119
H  -1.606  0.261  -3.231
H  -1.661  -0.529  -1.515
C  0.003  -0.728  0.107
H  0.796  -0.669  1.189
H  -0.747  0.055  0.464
C  -0.553  -2.137  0.142
H  0.122  -2.684  -0.541
C  -0.581  -2.737  1.640
H  -0.511  -3.756  1.647
C  -1.765  -2.146  2.281
H  -1.801  -1.231  2.481
C  -2.660  -2.040  0.872
H  -3.475  -3.186  1.109
O  -1.900  -2.122  -0.161
H  -3.441  -1.469  0.970
H  -2.335  -2.732  3.201
H  0.289  -2.730  2.359
H  2.755  -0.275  -1.806
C  2.937  0.603  0.228
O  3.957  0.350  0.636
N  2.034  1.850  0.202
H  1.205  1.885  -0.237
C  2.282  2.854  1.319
C  1.120  2.774  1.959
C  0.295  3.606  2.401
C  -0.725  3.210  3.201
C  -0.376  1.906  3.345
O  0.639  1.759  2.589
H  -0.858  1.131  4.101
H  -1.651  3.758  3.840
H  0.121  4.653  2.143
H  3.306  2.453  1.732
H  2.490  3.598  0.777
H  2.651  -1.584  1.541
H  3.039  -3.872  2.401
H  3.685  -5.406  0.391
H  3.385  -4.862  -1.879
H  1.983  -1.882  -3.296
H  3.801  -1.959  -3.139
H  2.994  -3.307  -3.496

Atomic partial charges in e from the Mulliken method, atoms 1 to 6:
1 C -1.74
2 C 0.99
3 C -1.21
4 C -0.94
5 C -0.70
6 C -0.61